ORCA calculation (ωB97M-V/def2-TZVPD) on a structure of composition C27H37BrN3O8RuSe2SiTe2.

The geometry in ORCA input format:
```
! RIJCOSX wB97M-V def2-TZVPD def2/J DEFGRID3
* xyz -2 2
Ru -1.899 1.735 1.929
Se -2.541 1.978 4.510
Te -1.232 2.820 6.421
Te 0.779 -0.147 4.842
Se -1.363 -0.036 3.629
O -3.975 5.283 1.150
C -3.461 4.206 0.895
O -3.314 3.260 1.766
C -3.079 3.891 -0.534
C -3.548 4.775 -1.480
C -3.370 4.547 -2.840
C -2.677 3.433 -3.276
C -2.161 2.579 -2.338
C -2.362 2.709 -0.922
O -1.936 1.792 -0.149
N -1.319 1.507 -2.855
O -1.703 0.898 -3.841
O -0.244 1.334 -2.328
N -3.900 5.475 -3.815
O -3.724 5.231 -5.003
O -4.521 6.447 -3.416
H -4.080 5.648 -1.132
H -2.519 3.250 -4.328
C 2.648 -0.328 -1.304
C 2.701 -1.349 -0.158
C 3.978 -2.190 -0.330
C 2.816 -0.527 1.137
Si 1.119 -2.436 -0.171
Br -0.552 -1.073 0.513
C 0.621 -3.045 -1.932
C -0.525 -4.065 -1.861
C 0.112 -1.895 -2.808
C 1.809 -3.703 -2.652
C 1.136 -3.889 1.102
C 1.746 -3.457 2.444
C -0.287 -4.365 1.438
C 1.945 -5.086 0.578
H 3.501 0.352 -1.204
H 1.742 0.277 -1.266
H 2.713 -0.796 -2.288
H 4.836 -1.511 -0.389
H 3.972 -2.792 -1.241
H 4.153 -2.856 0.515
H 3.721 0.088 1.077
H 2.886 -1.129 2.036
H 1.974 0.152 1.270
H -1.391 -3.653 -1.338
H -0.242 -4.999 -1.376
H -0.841 -4.307 -2.883
H -0.782 -1.438 -2.386
H -0.150 -2.292 -3.796
H 0.838 -1.099 -2.951
H 2.237 -4.538 -2.093
H 2.607 -2.987 -2.854
H 1.469 -4.091 -3.619
H 1.236 -2.594 2.879
H 2.807 -3.226 2.371
H 1.642 -4.285 3.155
H -0.859 -3.573 1.919
H -0.217 -5.200 2.145
H -0.847 -4.711 0.570
H 2.969 -4.812 0.316
H 1.489 -5.556 -0.294
H 2.001 -5.845 1.367
N 4.853 4.868 1.600
C 3.800 4.402 1.664
C 2.488 3.825 1.735
C 1.896 3.284 0.594
C 0.635 2.718 0.670
C -0.095 2.665 1.873
C 0.529 3.220 2.997
C 1.790 3.785 2.942
H 2.432 3.298 -0.348
H 0.228 2.281 -0.235
H 0.033 3.212 3.955
H 2.240 4.184 3.843
C -4.220 -0.245 0.839
O -3.993 0.665 1.911
H -3.983 0.208 -0.126
H -5.257 -0.593 0.847
H -3.556 -1.091 0.996
H -4.400 1.525 1.719
*
```

Expectation value of S²: 0.76
HOMO-LUMO gap (spin up / spin down): 5.6 / 5.7 eV
HOMO (spin up / spin down): -1.90 / -2.00 eV
Maximum force: 1.584 eV Å⁻¹

Atomic partial charges in e from the Mulliken method, atoms 1 to 4: atom 1 (Ru): 0.08, atom 2 (Se): -0.17, atom 3 (Te): -0.45, atom 4 (Te): -0.49



ORCA calculation (ωB97M-V/def2-TZVPD) on an isolated molecule of C6H9NO2.

The geometry in ORCA input format:
```
! RIJCOSX wB97M-V def2-TZVPD def2/J DEFGRID3
* xyz 0 1
O -2.301 -1.904 -0.080
C -1.581 -1.014 -0.331
O -2.181 0.240 0.013
C -1.426 1.409 0.402
C -0.050 1.531 -0.388
C 0.629 0.260 -0.629
C 1.547 -0.418 0.465
C 0.882 -1.721 0.227
N -0.187 -1.038 -0.657
H -0.985 1.049 1.507
H -2.269 2.135 0.300
H -0.122 2.047 -1.425
H 0.778 1.925 0.203
H 1.501 0.399 -1.539
H 2.549 -0.461 0.002
H 1.673 0.087 1.294
H 1.407 -2.519 -0.373
H 0.136 -2.009 1.009
*
```

HOMO-LUMO gap: 10.0 eV
HOMO: -9.31 eV
SMILES string: O=C1OCC[C@H]2CCN12
Maximum force: 6.248 eV Å⁻¹

Atomic partial charges in e from the Mulliken method, atoms 1 to 4: atom 1 (O): -0.50, atom 2 (C): 0.52, atom 3 (O): -0.34, atom 4 (C): -0.33



ORCA calculation (ωB97M-V/def2-TZVPD) on an isolated molecule of C7H11NO2.

The geometry in ORCA input format:
```
! RIJCOSX wB97M-V def2-TZVPD def2/J DEFGRID3
* xyz 0 1
C 0.005 -2.436 0.105
C 0.932 -1.222 -0.006
C 2.293 -1.134 0.054
O 2.677 0.209 -0.083
C 1.487 0.941 -0.109
O 1.531 2.129 -0.074
N 0.459 0.075 -0.106
C -0.931 0.493 0.024
C -1.141 1.327 -1.294
C -1.220 1.280 1.308
H -0.804 -2.124 0.716
H 0.583 -3.259 0.364
H -0.290 -2.745 -0.883
H 2.998 -1.935 -0.115
H -1.517 -0.525 0.070
H -0.329 2.143 -1.226
H -1.009 0.730 -2.166
H -2.065 1.822 -1.366
H -0.618 0.670 1.974
H -2.273 1.258 1.638
H -0.767 2.304 1.172
*
```

HOMO-LUMO gap: 9.0 eV
HOMO: -8.29 eV
SMILES string: Cc1coc(=O)n1C(C)C
Maximum force: 3.250 eV Å⁻¹

Atomic partial charges in e from the Mulliken method, atoms 1 to 4: atom 1 (C): -1.48, atom 2 (C): 0.88, atom 3 (C): -0.51, atom 4 (O): -0.38



Sequential E_tot output: -275231.3898 -11949.2229 -13021.8031 eV